Entry from the Open Molecules 2025 dataset: a structure of composition C18H46IrN2OSSeSi2Te (ωB97M-V with the def2-TZVPD basis set).

```
73
C18H46IrN2OSSeSi2Te (ωB97M-V with the def2-TZVPD basis set)
Ir -1.2605 1.7208 0.9764
C 2.1964 2.1002 -2.7664
Si 3.4070 1.4558 -1.4973
C 4.3322 -0.0385 -2.1062
C 4.5469 2.7943 -0.8769
C 2.3393 0.8771 -0.0111
Te 1.2995 2.5212 0.8461
C 2.3812 2.6314 2.6723
Si 1.8352 1.5082 4.1190
C 3.2052 1.5633 5.3724
C 0.2612 2.2552 4.7951
C 1.5882 -0.2280 3.4632
H 2.7240 2.4562 -3.6536
H 1.6083 2.9420 -2.3893
H 1.5063 1.3167 -3.0903
H 4.9781 0.2361 -2.9432
H 3.6523 -0.8156 -2.4578
H 4.9682 -0.4655 -1.3283
H 5.2049 3.1290 -1.6816
H 5.1872 2.4366 -0.0671
H 4.0066 3.6766 -0.5231
H 2.9259 0.4507 0.8044
H 1.5920 0.1450 -0.3177
H 2.3362 3.6835 2.9604
H 3.4063 2.4241 2.3538
H 3.3971 2.5833 5.7105
H 4.1369 1.1602 4.9712
H 2.9400 0.9706 6.2507
H 0.4705 3.2150 5.2729
H -0.1860 1.6061 5.5513
H -0.4897 2.4325 4.0201
H 2.5353 -0.6659 3.1396
H 0.8910 -0.2583 2.6222
H 1.1887 -0.8703 4.2517
C -2.4541 4.7597 0.1815
O -2.5557 3.5624 0.9966
H -2.4924 5.6379 0.8210
H -3.2576 4.7775 -0.5507
H -1.4938 4.7126 -0.3231
H -3.3571 3.5778 1.5324
Se -2.2026 0.4498 2.6730
C 1.0435 -2.4678 -2.0796
C 0.1224 -3.5380 -1.5053
C -0.0129 -3.4776 0.0149
C -0.5954 -2.1722 0.5407
N -1.9669 -1.9863 0.0505
C -2.4758 -0.9620 -0.6044
S -1.5485 0.4928 -0.9860
N -3.7188 -0.9914 -1.0459
C -4.6220 -2.1505 -0.9752
C -4.2651 -3.2925 -1.9268
C -4.4717 -2.9993 -3.4126
C -3.4795 -2.0150 -4.0279
H 1.1953 -2.6174 -3.1482
H 2.0230 -2.5022 -1.5966
H 0.6352 -1.4606 -1.9533
H 0.5059 -4.5241 -1.7701
H -0.8643 -3.4675 -1.9753
H 0.9682 -3.6043 0.4796
H -0.6239 -4.3123 0.3722
H -0.0066 -1.3174 0.2168
H -0.6154 -2.1709 1.6319
H -2.5684 -2.7927 0.1613
H -4.0167 -0.1880 -1.5771
H -5.6181 -1.7723 -1.1997
H -4.6509 -2.4944 0.0626
H -4.8936 -4.1372 -1.6372
H -3.2303 -3.6157 -1.7653
H -5.4962 -2.6530 -3.5747
H -4.3919 -3.9489 -3.9436
H -3.6404 -0.9864 -3.6992
H -3.5702 -2.0121 -5.1131
H -2.4485 -2.2901 -3.7871
```

Values from the calculation:
Relative energy (zero: lowest compared OMol25 entry of this formula, charge and spin)   0.0 kJ/mol
⟨S²⟩   8.77
HOMO-LUMO gap (alpha / beta)   8.764 / 6.470 eV
Lowest unoccupied orbital energy (alpha / beta)   -5.2 / -8.4 eV
Net charge   +2
Energy   -4648.61587 Ha
2S+1   6